Molecular formula: C41H92ClF12O11P2S
Method: DFT, wB97M-V/def2-TZVPD

Computed properties:
HOMO energy   -5.04 eV
Total charge   -1
Molar mass   1118.6 g mol⁻¹

```
160
Properties=species:S:1:pos:R:3:forces:R:3:mulliken_charge:R:1
C 8.86361 2.87252 2.22458 -0.0731 -0.4377 -0.6279 -1.0270
P 8.92353 1.02986 2.13084 0.9907 -0.3006 0.2375 -0.1103
O 8.68392 0.71093 3.77180 -0.2014 0.0534 -0.4190 -0.3711
P 6.96672 0.50788 1.08487 1.3510 0.3164 1.7656 1.1365
C 6.47027 -0.81328 2.33828 0.0144 -0.5429 -0.3169 -1.2751
C 6.22211 -2.20732 1.74413 -0.0942 0.2549 0.5924 -0.8426
C 7.50977 -2.91626 1.37881 -0.2721 -0.1398 0.5737 -0.5874
Cl 8.18767 -3.73031 2.85083 0.1205 -0.0165 -0.0088 -0.2024
C 7.43195 1.71586 -0.42105 -0.2128 -0.4809 -0.1993 0.3440
F 7.01873 1.23325 -1.62032 -0.0065 0.1458 0.1358 -0.2374
F 8.79591 1.74972 -0.53950 0.0471 0.1373 0.0344 -0.2921
F 7.01828 2.98620 -0.32878 0.0296 0.1951 0.0077 -0.2277
S 4.88351 0.22829 0.01700 -0.7361 0.0981 -1.6210 0.1985
O 4.41468 1.47823 -0.55880 0.0444 0.8130 0.5356 -0.2740
O 4.85551 -0.86380 -0.93793 -0.1281 -0.8204 0.3733 -0.6916
C 3.46591 -0.03314 1.25248 -0.0728 0.2331 -0.5934 0.3333
F 3.36709 -1.30436 1.67397 0.0157 -0.3375 0.1842 -0.2988
F 3.66932 0.77543 2.31283 0.1233 -0.0711 0.4234 -0.3318
C 2.10561 0.38927 0.64619 -0.0625 0.0705 0.0178 0.6258
F 2.02374 0.04081 -0.65181 -0.0297 0.0486 0.2011 -0.2450
F 1.96283 1.72797 0.77818 -0.0228 -0.2686 -0.2469 -0.2208
C 0.83986 -0.23167 1.30769 -0.2147 0.4001 -0.3919 0.6170
F -0.20994 0.41747 0.73806 -0.0890 -0.0763 -0.0908 -0.2794
F 0.70880 -1.53575 1.00786 0.2410 0.0996 0.1779 -0.2724
C 0.63056 -0.03166 2.82175 -0.2567 -0.1621 -0.0919 0.4629
F 0.59196 1.26167 3.14015 0.0796 -0.2478 0.0091 -0.2518
F -0.57000 -0.57360 3.09079 0.0705 0.1061 0.3700 -0.2001
F 1.54536 -0.64676 3.55599 -0.0196 0.0487 0.0778 -0.2335
H 9.35597 3.18748 3.12925 0.0676 0.0794 0.4386 0.3711
H 9.44428 3.24649 1.39493 0.1243 0.2405 -0.2905 0.3197
H 7.86035 3.27420 2.13674 -0.2712 0.1720 0.1937 0.3229
H 7.97131 1.25921 4.11076 -0.2469 0.0281 0.2294 0.2632
H 6.29924 1.58827 1.78446 -0.2742 0.0376 -0.2372 -0.1249
H 7.55519 -0.51861 0.26346 -0.2887 0.1070 -0.3806 -0.2024
H 7.27126 -1.01420 3.04049 0.4047 0.4538 0.2082 0.7745
H 5.63921 -0.50194 2.96008 -0.3172 0.2090 -0.0080 0.4992
H 5.79010 -2.78159 2.55257 -0.3558 -0.3460 0.1318 0.5944
H 5.49162 -2.23031 0.94823 0.1340 0.0291 -0.4752 0.2689
H 8.28683 -2.24259 1.07017 0.2725 0.1456 -0.3501 0.2331
H 7.33853 -3.70242 0.66796 0.1026 -0.2351 -0.3970 0.4462
C 3.07262 1.90554 -3.20098 -0.1458 -0.1104 -0.3194 -0.2755
C 2.67241 2.57862 -4.49962 -0.0388 0.0279 0.1728 -0.6493
O 2.26180 1.66557 -5.51372 -0.0936 0.1693 -0.1009 -0.4683
C 1.22992 0.78002 -5.12768 0.0578 -0.2615 0.0842 -0.7230
C -0.04639 1.45460 -4.65855 -0.0024 0.1488 -0.0801 -0.2237
H 3.87049 1.18355 -3.36855 0.0556 -0.0097 0.0658 0.2919
H 3.42183 2.62917 -2.47480 0.0855 0.1264 0.0963 0.3554
H 2.23143 1.37151 -2.75661 0.0684 0.0870 0.0831 -0.1880
H 3.51447 3.12532 -4.92456 0.0203 -0.0689 -0.0569 0.4040
H 1.88113 3.31869 -4.31328 -0.0128 -0.0418 -0.0450 0.2639
H 1.59565 0.09655 -4.35339 -0.0384 -0.0067 0.0120 0.3186
H 1.02036 0.16986 -6.00724 0.0351 0.0479 -0.0612 0.4262
H 0.12167 2.06085 -3.77041 0.0006 0.0044 0.1198 0.0535
H -0.79796 0.70334 -4.41134 0.0093 -0.0407 -0.0638 0.2095
H -0.44577 2.10926 -5.43532 -0.0247 -0.0196 -0.0153 0.1792
C 2.87944 5.01922 0.10023 0.0017 0.0486 -0.0360 -0.6114
C 1.49725 5.09230 0.72210 0.0999 -0.1373 -0.0012 -0.2350
O 0.88276 6.37047 0.62117 -0.0480 0.0384 0.1930 -0.4799
C 0.67234 6.84209 -0.69177 0.0152 0.0615 -0.1157 -0.4011
C -0.22033 5.94529 -1.53045 -0.0381 -0.0829 0.0108 -0.7272
H 3.53799 5.76404 0.55030 0.0054 -0.0076 0.0162 0.3016
H 3.31196 4.03010 0.25525 0.0097 -0.0177 -0.0146 0.0838
H 2.85460 5.20346 -0.97459 0.0017 -0.0786 -0.0326 0.1873
H 1.57250 4.89045 1.79044 -0.0609 0.0689 0.0361 0.3473
H 0.84166 4.31997 0.30481 0.0342 0.0082 -0.0382 0.1803
H 1.62967 7.01269 -1.19798 -0.0075 -0.0515 -0.0304 0.3011
H 0.20063 7.81878 -0.57744 0.0016 0.0187 0.0637 0.3645
H 0.22103 4.96058 -1.67916 0.0457 -0.0234 -0.0703 0.0184
H -0.38181 6.38879 -2.51357 -0.0135 0.0283 -0.0099 0.3903
H -1.18791 5.80680 -1.04485 -0.0022 0.0227 -0.0070 0.2780
C -3.59377 -1.65831 2.11733 -0.1825 -0.0478 0.0213 -0.9778
C -4.10103 -0.22772 2.10417 0.1441 0.0012 0.0837 -0.3504
O -5.40093 -0.08040 1.55668 -0.0099 0.0999 -0.1696 -0.4882
C -6.43318 -0.78699 2.21407 -0.1114 -0.0925 0.0564 -0.0264
C -6.62711 -0.39667 3.66930 0.1201 0.0189 0.0338 -1.1304
H -3.60417 -2.06982 1.10907 0.0139 -0.0560 0.0087 0.3107
H -2.57513 -1.69145 2.49677 0.0393 0.0078 -0.0208 0.2266
H -4.20555 -2.30663 2.74685 0.0305 0.0182 0.0415 0.4332
H -3.45306 0.38127 1.47391 -0.0451 0.0247 -0.0293 0.1908
H -4.05679 0.20730 3.10879 -0.0188 -0.0392 0.0247 0.4468
H -6.27752 -1.86847 2.11853 0.0204 -0.0046 0.0649 0.3017
H -7.34279 -0.55265 1.66033 0.0258 0.0405 -0.0726 0.0787
H -5.74820 -0.62304 4.27413 -0.0132 -0.0610 0.0088 0.3046
H -7.47251 -0.93950 4.09350 -0.0385 0.0138 -0.0251 0.3562
H -6.82259 0.67270 3.75348 -0.0310 0.0104 -0.0085 0.3131
C -4.39135 3.56809 -9.04623 -0.0668 -0.0525 0.0755 -1.0330
C -3.85615 4.69288 -8.17638 0.0915 -0.0118 -0.0693 -0.2938
O -4.58545 4.89695 -6.98200 -0.0909 0.1294 0.0082 -0.4281
C -4.63698 3.79581 -6.09237 -0.0083 -0.1277 0.0889 -0.6197
C -3.27838 3.32640 -5.60412 0.0563 0.0500 -0.0727 -0.4597
H -5.43768 3.74580 -9.29829 -0.0054 0.0163 -0.0180 0.2921
H -3.81558 3.50398 -9.96978 0.0088 0.0228 -0.0178 0.3833
H -4.32804 2.59981 -8.54862 0.0621 -0.0078 -0.0177 0.2621
H -3.92617 5.63593 -8.71847 -0.0259 0.0406 0.0333 0.3348
H -2.79446 4.53649 -7.95552 -0.0008 -0.0583 -0.0031 0.2761
H -5.19222 2.96474 -6.54262 0.0450 -0.0194 -0.0222 0.3259
H -5.22803 4.14165 -5.24457 -0.0244 0.0601 -0.0160 0.3589
H -2.65458 2.95623 -6.41836 -0.0281 -0.0744 0.0037 0.2706
H -3.39793 2.51495 -4.88551 -0.0162 -0.0075 0.0066 0.0272
H -2.74196 4.14415 -5.12205 0.0045 0.0150 0.0389 0.3550
C -2.34658 -6.58230 -2.60530 0.0858 0.0329 0.0473 -1.1453
C -3.37719 -5.81652 -1.79293 -0.0323 -0.0083 -0.0877 0.1261
O -2.92624 -5.41981 -0.51390 -0.1050 -0.0545 0.1413 -0.5049
C -1.79616 -4.56344 -0.49271 0.2305 0.0244 -0.0937 -0.7449
C -2.00311 -3.24615 -1.21749 -0.0323 -0.9838 0.3141 -0.4572
H -2.01133 -7.46542 -2.06029 -0.0137 -0.0201 0.0042 0.2791
H -2.77967 -6.90086 -3.55397 -0.0265 -0.0119 -0.0034 0.4294
H -1.46844 -5.97592 -2.82892 -0.0281 0.0270 -0.0498 0.2737
H -4.24017 -6.45620 -1.60619 -0.0174 0.0005 0.0539 0.3895
H -3.74469 -4.95068 -2.35590 0.0439 0.0250 -0.0505 -0.0814
H -0.91342 -5.08348 -0.88078 0.0001 -0.0205 -0.0268 0.4208
H -1.60314 -4.36952 0.56212 -0.0446 -0.0289 0.0435 0.3246
H -2.18729 -3.38698 -2.28374 0.0636 0.0347 -0.0633 0.3311
H -1.11857 -2.61733 -1.11431 0.0468 -0.2643 0.1529 0.4467
H -2.85911 -2.71535 -0.80246 0.3605 -0.6591 0.0211 0.0471
C -2.80929 -0.57222 -1.41489 -0.0921 0.5540 -0.3468 -0.3161
C -3.41434 0.11114 -2.62987 0.0031 0.1995 0.2719 -0.6046
O -3.86305 -0.78266 -3.63346 0.0744 -0.0112 -0.1839 -0.4177
C -4.86762 -1.69677 -3.24270 -0.0788 -0.0662 0.0390 0.2164
C -6.14980 -1.04172 -2.75723 0.0454 0.1247 0.0459 -1.1603
H -1.97804 -1.21286 -1.71296 -0.3318 0.7697 -0.0924 0.1591
H -2.43797 0.17439 -0.71254 0.0089 0.0794 -0.0224 0.2894
H -3.53552 -1.19183 -0.88598 -0.0878 0.4892 -0.1038 0.0429
H -2.65261 0.72701 -3.10696 -0.0109 -0.0122 -0.0913 0.1024
H -4.22308 0.78869 -2.33168 -0.0273 -0.0339 0.0283 0.3746
H -4.48178 -2.39274 -2.48875 -0.0248 0.0249 0.0695 -0.1926
H -5.07814 -2.28816 -4.13398 0.0430 -0.0004 -0.0560 0.4315
H -5.99114 -0.45004 -1.85517 0.0011 -0.0551 0.0635 0.1593
H -6.89480 -1.80363 -2.52617 -0.0111 -0.0356 -0.0187 0.4577
H -6.55358 -0.37927 -3.52419 -0.0127 -0.0141 -0.0303 0.2901
C 8.81974 -4.25589 8.07975 -0.0155 0.0928 0.0074 -1.0422
C 9.92181 -4.47023 7.05529 0.0111 -0.0517 0.0829 -0.3401
O 10.07506 -3.40560 6.14357 0.0165 -0.0626 -0.1595 -0.4021
C 10.39365 -2.14275 6.69311 -0.0050 0.1418 0.0126 -0.2435
C 11.70142 -2.11556 7.46744 -0.0019 -0.1335 0.0355 -1.1056
H 7.86754 -4.07583 7.58004 -0.0108 -0.0154 -0.0165 0.2821
H 8.72086 -5.13788 8.71400 -0.0030 -0.0257 -0.0125 0.3931
H 9.02283 -3.40195 8.72752 0.0360 -0.0304 0.0340 0.2642
H 9.68091 -5.33862 6.44199 0.0058 0.0138 -0.0561 0.3465
H 10.87378 -4.69206 7.55409 -0.0137 0.0259 0.0584 0.2848
H 9.56864 -1.77442 7.31413 0.0247 -0.0224 0.0516 0.2931
H 10.46186 -1.47038 5.83916 -0.0465 -0.0250 -0.0560 0.2874
H 11.67561 -2.76576 8.34394 -0.0249 0.0419 0.0323 0.2772
H 11.90933 -1.10238 7.81240 -0.0016 0.0277 -0.0248 0.3854
H 12.52565 -2.44427 6.83335 0.0100 0.0203 -0.0220 0.3035
C -13.33275 -1.19670 2.63762 0.0462 -0.1036 0.0161 -1.0299
C -12.02986 -0.41925 2.55757 -0.0804 0.0675 -0.0738 -0.3326
O -10.91152 -1.11109 3.07712 0.0952 0.0413 0.1302 -0.4076
C -10.59071 -2.33768 2.44878 0.0157 -0.1293 -0.0546 -0.3809
C -10.26733 -2.21328 0.96996 -0.0542 0.1256 -0.0184 -0.9990
H -13.54309 -1.48297 3.66867 -0.0101 0.0172 0.0169 0.2883
H -14.15640 -0.58396 2.27064 -0.0049 0.0287 0.0087 0.3866
H -13.30452 -2.10747 2.03820 -0.0159 0.0307 -0.0528 0.2636
H -12.10991 0.48598 3.15887 0.0491 0.0049 0.0349 0.3307
H -11.83643 -0.09557 1.52865 -0.0260 -0.0428 -0.0259 0.2968
H -11.38847 -3.07228 2.60950 -0.0274 0.0180 -0.0442 0.3330
H -9.71482 -2.70983 2.98005 0.0135 0.0350 0.0512 0.3571
H -11.11967 -1.85658 0.39021 -0.0291 -0.0603 -0.0013 0.3164
H -9.97512 -3.18277 0.56655 0.0298 -0.0204 0.0203 0.3882
H -9.44716 -1.51099 0.81918 0.0336 -0.0130 -0.0133 0.2149
```
Positions in Å, forces in eV/Å.